No. 1
This record from the OMol25 dataset describes C51H41BrIN2O5S7V as an isolated structure at a distorted geometry. The level of theory is wB97M-V/def2-TZVPD.

Results
LUMO energy (alpha / beta) = 1.865 / 2.031 eV
Energy = -246454.2512 eV
HOMO level (alpha / beta) = -2.62 / -4.83 eV
ΔE to the lowest compared entry with this formula, charge and spin = 23.3 kcal per mole

The geometry in ORCA input format:
```
! RIJCOSX wB97M-V def2-TZVPD def2/J DEFGRID3
* xyz -1 4
V 1.02 -1.51 -0.58
C -1.04 -3.19 7.25
C -1.09 -2.65 5.85
C -1.37 -3.49 4.77
C -1.36 -3.01 3.48
C -1.07 -1.67 3.26
C -0.78 -0.81 4.30
C -0.80 -1.31 5.60
S -1.08 -0.97 1.64
O -0.72 -2.06 0.61
C -2.85 -0.79 1.43
C -3.63 -1.94 1.17
C -4.97 -1.81 1.03
C -5.58 -0.53 1.10
C -6.98 -0.37 0.92
C -7.55 0.87 0.92
C -6.74 2.02 1.07
C -5.39 1.89 1.26
C -4.78 0.61 1.30
C -3.36 0.48 1.49
C -2.49 1.67 1.64
C -2.58 2.49 2.79
C -3.45 2.21 3.87
C -3.49 3.01 5.00
C -2.66 4.12 5.11
C -1.79 4.42 4.07
C -1.73 3.64 2.92
C -0.80 3.95 1.86
C -0.69 3.14 0.78
C -1.51 2.00 0.63
S -1.15 0.86 -0.60
O 0.41 0.67 -0.65
C -1.54 1.70 -2.11
C -2.83 1.57 -2.60
C -3.18 2.20 -3.78
C -2.25 2.94 -4.50
C -2.63 3.58 -5.81
C -0.96 3.06 -4.00
C -0.60 2.43 -2.81
H -1.61 -4.11 7.33
H -1.43 -2.47 7.97
H -0.01 -3.42 7.53
H -1.57 -4.54 4.95
H -1.54 -3.67 2.64
H -0.55 0.23 4.11
H -0.58 -0.64 6.42
H -3.14 -2.90 1.07
H -5.59 -2.68 0.84
H -7.59 -1.26 0.79
H -8.62 0.97 0.79
H -7.19 3.00 1.04
H -4.77 2.76 1.38
H -4.09 1.34 3.82
H -4.17 2.76 5.81
H -2.69 4.74 6.00
H -1.13 5.28 4.14
H -0.17 4.82 1.96
H 0.05 3.36 0.02
H -3.56 0.99 -2.04
H -4.19 2.10 -4.16
H -3.64 3.98 -5.78
H -2.58 2.86 -6.62
H -1.95 4.40 -6.05
H -0.22 3.63 -4.54
H 0.41 2.51 -2.43
S 1.56 -6.27 4.69
C 1.63 -5.20 3.43
S 1.17 -5.59 1.82
C 1.47 -4.03 1.09
C 1.88 -3.06 1.94
S 2.18 -1.42 1.48
S 2.12 -3.57 3.60
S 1.30 -3.81 -0.64
C 2.97 2.91 -1.25
C 4.15 2.37 -2.05
C 3.88 1.06 -2.80
C 5.17 0.67 -3.57
C 4.96 -0.39 -4.65
C 2.79 1.28 -3.82
O 2.85 2.13 -4.68
N 1.71 0.43 -3.77
C 1.46 -0.48 -2.77
O 0.38 -1.10 -2.69
N 2.39 -0.74 -1.82
C 3.58 -0.03 -1.76
O 4.39 -0.25 -0.89
H 3.28 3.75 -0.63
H 2.52 2.15 -0.60
H 2.18 3.28 -1.92
H 4.99 2.17 -1.38
H 4.47 3.11 -2.79
H 5.87 0.31 -2.81
H 5.58 1.58 -4.01
H 4.43 -1.25 -4.26
H 5.92 -0.74 -5.03
H 4.39 0.01 -5.49
H 0.96 0.58 -4.43
Br 5.62 -4.45 -5.91
C 5.73 -3.97 -4.08
C 7.00 -3.87 -3.53
C 7.15 -3.50 -2.20
C 6.03 -3.23 -1.43
C 4.76 -3.34 -1.98
C 4.60 -3.70 -3.31
I 2.67 -3.74 -4.08
H 7.86 -4.08 -4.15
H 8.14 -3.41 -1.78
H 6.12 -2.91 -0.40
H 3.89 -3.12 -1.38
*
```

Atomic partial charges in e from the Mulliken method, atoms 1 to 5: 1.49 -1.57 1.15 -1.05 -0.63

=====

No. 2
This record from the OMol25 dataset describes C4H5N2 as an isolated structure at a distorted geometry. The level of theory is wB97M-V/def2-TZVPD.

Results
LUMO energy = -6.520 eV
Energy = -7196.9612 eV
HOMO level = -16.89 eV
ΔE to the lowest compared entry with this formula, charge and spin = 82.8 kcal per mole

The geometry in ORCA input format:
```
! RIJCOSX wB97M-V def2-TZVPD def2/J DEFGRID3
* xyz 1 1
C 1.74 -0.84 0.29
C -0.16 -0.35 -0.15
C 0.74 0.81 0.29
C -1.49 -0.30 -0.42
N 0.62 -1.41 -0.05
N 2.52 -0.05 0.64
H 1.12 1.53 -0.31
H 0.53 1.29 1.27
H -1.70 0.15 -1.43
H -1.80 0.46 0.25
H -2.12 -1.30 -0.37
*
```

Atomic partial charges in e from the natural (NBO) method, atoms 1 to 5: 0.56 0.39 -0.07 -0.73 -0.41

=====

No. 3
This record from the OMol25 dataset describes C10H15N3OPW as an isolated structure at a distorted geometry. The level of theory is wB97M-V/def2-TZVPD.

Results
LUMO energy (alpha / beta) = -3.804 / -3.967 eV
Energy = -28235.7209 eV
HOMO level (alpha / beta) = -10.34 / -9.75 eV
ΔE to the lowest compared entry with this formula, charge and spin = 0.0 kcal per mole

The geometry in ORCA input format:
```
! RIJCOSX wB97M-V def2-TZVPD def2/J DEFGRID3
* xyz 1 3
C -2.40 1.88 -0.32
C -2.04 2.89 -1.43
C -0.92 3.71 -0.99
C -0.59 3.21 0.35
C -1.29 1.97 0.64
W -0.66 1.11 -1.22
P -2.04 -0.99 -1.69
H -3.44 1.57 -0.11
H -2.68 3.18 -2.34
H -0.43 4.50 -1.60
H -1.10 1.53 1.65
H 0.00 3.73 1.10
H -1.37 -2.02 -2.47
H -3.29 -0.94 -2.43
H -2.58 -1.89 -0.67
C 1.12 -2.26 3.05
N 1.38 -1.66 1.74
C 2.33 -2.19 0.96
C 2.48 -1.81 -0.35
C 1.66 -0.74 -0.70
N 0.69 -0.18 0.01
C 0.49 -0.72 1.28
O -0.46 -0.42 1.98
N 1.61 -0.28 -2.02
H 1.88 -3.04 3.19
H 0.12 -2.70 3.09
H 1.19 -1.49 3.82
H 2.85 -3.01 1.39
H 3.22 -2.23 -1.04
H 1.84 -1.02 -2.65
H 2.43 0.31 -2.19
*
```

Atomic partial charges in e from the natural (NBO) method, atoms 1 to 5: -0.38 -0.44 -0.23 -0.22 -0.42